# 1
Below is C9H19O16S2V as an isolated structure at a distorted geometry, with properties calculated with the ωB97M-V functional and the def2-TZVPD basis.

Structure (ORCA input):
```
! RIJCOSX wB97M-V def2-TZVPD def2/J DEFGRID3
* xyz -1 2
O -9.26 -4.21 -15.66
V -10.03 -5.42 -16.27
O -7.32 -8.33 -14.38
C -7.69 -7.34 -15.25
O -8.93 -7.04 -15.32
O -6.79 -6.69 -15.77
H -8.14 -8.83 -14.25
O -12.35 -2.37 -18.75
C -11.25 -2.94 -18.22
O -10.14 -2.45 -18.43
O -11.35 -3.95 -17.43
H -13.07 -2.92 -18.40
O -8.59 -5.98 -20.34
C -8.17 -5.96 -19.04
O -9.04 -5.86 -18.11
O -6.95 -5.96 -18.85
H -9.52 -5.74 -20.26
O -11.59 -5.61 -14.67
S -12.72 -5.19 -13.87
O -12.77 -3.83 -13.39
O -14.00 -5.54 -14.72
C -14.64 -4.54 -15.51
C -16.15 -4.72 -15.45
C -13.01 -6.39 -12.58
H -14.23 -4.72 -16.51
H -14.44 -3.47 -15.41
H -16.60 -4.09 -16.21
H -16.59 -4.43 -14.49
H -16.32 -5.78 -15.60
H -12.88 -7.39 -12.99
H -14.03 -6.24 -12.23
H -12.18 -6.23 -11.90
O -12.83 -6.30 -19.48
S -12.47 -7.28 -18.49
O -11.74 -6.92 -17.29
O -13.79 -8.20 -18.13
C -15.01 -7.47 -17.95
C -16.06 -8.49 -17.50
C -11.49 -8.63 -19.25
H -15.36 -7.08 -18.91
H -14.99 -6.62 -17.27
H -16.06 -9.47 -17.96
H -17.06 -8.05 -17.65
H -16.07 -8.72 -16.43
H -10.55 -8.13 -19.48
H -12.01 -8.82 -20.19
H -11.31 -9.42 -18.54
*
```

Calculated values
* HOMO-LUMO gap (spin up / spin down): 6.81 / 6.81 eV

# 2
Below is a 3-piece molecular cluster, C9H19O8P overall at a distorted geometry, with properties calculated with the ωB97M-V functional and the def2-TZVPD basis.

Structure (ORCA input):
```
! RIJCOSX wB97M-V def2-TZVPD def2/J DEFGRID3
* xyz 0 1
C 0.71 0.59 -0.91
O 0.75 -0.08 0.36
C 0.12 0.58 1.35
O -0.44 1.64 1.25
O 0.24 -0.15 2.48
C -0.39 0.44 3.61
H 1.24 -0.03 -1.63
H -0.33 0.70 -1.25
H 1.20 1.56 -0.85
H -1.46 0.55 3.45
H 0.07 1.40 3.84
H -0.24 -0.23 4.46
C 6.32 -2.73 2.69
O 5.21 -2.18 2.00
C 4.02 -2.64 2.41
O 3.84 -3.46 3.28
O 3.06 -2.05 1.68
C 1.73 -2.45 2.02
H 7.23 -2.28 2.28
H 6.27 -2.49 3.76
H 6.37 -3.81 2.54
H 1.50 -2.20 3.05
H 1.60 -3.52 1.84
H 1.05 -1.91 1.37
O -1.55 0.66 -2.75
C -1.88 1.34 -3.72
O -2.23 2.70 -3.66
C -3.51 2.90 -2.99
C -4.77 2.51 -3.91
P -5.36 0.72 -3.71
H -1.85 0.86 -4.76
H -3.60 4.03 -2.82
H -3.59 2.42 -1.97
H -5.61 3.27 -3.70
H -4.44 2.63 -4.99
H -4.57 0.05 -2.72
H -6.75 0.67 -3.40
*
```

Calculated values
* HOMO-LUMO gap: 9.12 eV
* structure (SMILES): COC(=O)OC.COC(=O)OC.O=COCCP

# 3
Below is a 2-piece molecular cluster, C9H19OP overall at a distorted geometry, with properties calculated with the ωB97M-V functional and the def2-TZVPD basis.

Structure (ORCA input):
```
! RIJCOSX wB97M-V def2-TZVPD def2/J DEFGRID3
* xyz 0 1
C 1.42 1.77 0.08
C 1.17 0.43 0.23
C -0.16 0.20 -2.43
C -1.89 1.28 -0.11
C -2.39 -1.18 0.41
C -1.13 0.16 2.07
C 3.52 -0.25 0.34
C 0.06 -0.48 -0.13
C -1.35 -0.08 0.51
O 2.14 -0.45 0.62
P 0.50 -2.18 0.16
H 2.37 2.20 0.41
H 0.90 2.45 -0.51
H -0.91 -0.47 -2.95
H -0.45 1.22 -2.39
H 0.91 -0.04 -2.62
H -2.75 1.57 0.49
H -2.24 1.00 -1.20
H -1.01 1.95 -0.31
H -3.34 -0.70 0.82
H -1.90 -2.04 0.89
H -2.57 -1.28 -0.73
H -0.20 0.62 2.23
H -1.27 -0.78 2.62
H -2.01 0.77 2.31
H 3.90 -1.25 0.51
H 4.04 0.38 0.97
H 3.81 0.14 -0.66
H 1.35 -2.32 -0.95
H -0.53 -2.62 -0.70
*
```

Calculated values
* HOMO-LUMO gap: 7.81 eV

# 4
Below is C9H20BF4GeNO4Se2Te2W as an isolated structure, with properties calculated with the ωB97M-V functional and the def2-TZVPD basis.

Structure (ORCA input):
```
! RIJCOSX wB97M-V def2-TZVPD def2/J DEFGRID3
* xyz 0 1
W -0.26 -2.76 0.32
Se -2.10 -5.39 -0.54
Te -2.19 -7.75 -1.46
Te 0.51 -7.29 -1.60
Se -0.10 -6.02 0.51
O -1.35 -3.33 1.80
N -0.78 -2.09 2.10
O 0.59 -2.41 2.03
C 0.26 4.32 3.07
C -0.45 3.02 2.73
C 0.28 2.22 1.66
C -0.44 0.91 1.32
Ge 0.55 -0.24 0.08
C 0.22 0.23 -1.81
C 0.22 1.73 -2.16
C 1.58 2.28 -2.56
C 2.64 2.23 -1.47
H -0.28 4.88 3.84
H 0.35 4.96 2.19
H 1.27 4.13 3.44
H -1.47 3.22 2.39
H -0.55 2.40 3.63
H 1.30 2.00 2.01
H 0.39 2.84 0.77
H -1.42 1.11 0.88
H -0.61 0.33 2.23
H 2.04 -0.28 0.44
H -0.76 -0.21 -2.02
H 0.93 -0.30 -2.44
H -0.19 2.31 -1.32
H -0.47 1.89 -2.99
H 1.45 3.31 -2.89
H 1.94 1.72 -3.43
H 2.31 2.75 -0.57
H 3.57 2.69 -1.80
H 2.87 1.20 -1.18
F -4.21 -1.58 -1.54
B -3.91 -1.39 -0.27
F -1.78 -2.04 -0.59
F -3.58 -0.18 0.15
F -4.16 -2.34 0.61
O 0.30 -3.02 -1.78
C 1.48 -3.29 -1.43
O 1.75 -3.20 -0.20
H 2.24 -3.58 -2.16
*
```

Calculated values
* HOMO-LUMO gap: 6.47 eV

# 5
Below is C9H20F5N6O9P2RuS as an isolated structure at a distorted geometry, with properties calculated with the ωB97M-V functional and the def2-TZVPD basis.

Structure (ORCA input):
```
! RIJCOSX wB97M-V def2-TZVPD def2/J DEFGRID3
* xyz 1 5
Ru -0.76 0.66 0.28
N 1.44 -0.21 1.32
C 1.45 0.12 2.72
C 2.69 0.90 3.20
C 3.22 2.08 2.37
C 2.25 3.18 1.90
N 1.20 3.54 2.83
C 1.34 4.02 4.06
N 2.50 4.55 4.47
N 0.28 3.99 4.87
C 0.20 0.99 3.10
O 0.02 1.30 4.26
O -0.46 1.46 2.12
H 1.16 -1.16 1.12
H 2.28 0.05 0.82
H 1.35 -0.78 3.34
H 3.51 0.19 3.30
H 2.45 1.26 4.21
H 3.70 1.71 1.46
H 4.01 2.52 2.98
H 1.74 2.84 1.00
H 2.83 4.06 1.64
H 0.27 3.25 2.57
H 3.22 4.76 3.80
H 2.56 4.99 5.37
H -0.42 3.28 4.70
H 0.36 4.32 5.82
O -3.21 -0.03 0.80
P -2.52 -1.48 1.05
O -3.31 -2.38 1.88
O -1.09 -1.13 1.40
O -2.43 -2.03 -0.51
P -1.28 -1.47 -1.45
O -1.62 -2.05 -2.87
O 0.11 -1.83 -1.05
O -1.43 0.07 -1.51
H -4.15 -0.06 0.98
H -2.55 -1.99 -3.12
N 1.45 -0.55 -3.01
C 1.51 0.75 -2.86
N 1.72 1.56 -3.89
S 1.48 1.45 -1.29
H 1.45 -0.96 -3.93
H 1.10 -1.14 -2.23
H 1.78 1.21 -4.83
H 1.75 2.56 -3.74
F -2.39 2.79 0.86
C -1.44 2.56 -0.08
F -0.48 3.52 0.17
C -2.06 2.85 -1.44
F -3.16 2.12 -1.64
F -1.20 2.58 -2.44
F -2.40 4.13 -1.59
*
```

Calculated values
* HOMO-LUMO gap (spin up / spin down): 8.31 / 6.38 eV

# 6
Below is C9H20GeMoO2S4SbSe2 as an isolated structure, with properties calculated with the ωB97M-V functional and the def2-TZVPD basis.

Structure (ORCA input):
```
! RIJCOSX wB97M-V def2-TZVPD def2/J DEFGRID3
* xyz -1 1
Mo -1.86 -0.26 0.48
S -6.52 -0.54 1.08
Sb -4.91 0.78 0.27
S -3.36 -0.40 -1.25
S -3.03 0.96 1.95
S -5.32 2.83 -0.57
O -0.66 -2.96 -1.84
C 0.44 -3.57 -1.22
C 1.33 -2.66 -0.35
C 2.69 -3.38 -0.34
O 3.65 -2.84 0.56
C 0.85 -2.55 1.10
Se -1.07 -2.30 1.47
C 1.55 -1.29 -0.98
Se 0.06 -0.03 -1.23
H -1.37 -2.85 -1.19
H 1.05 -3.97 -2.04
H 0.13 -4.42 -0.59
H 3.10 -3.40 -1.36
H 2.53 -4.41 -0.01
H 3.75 -1.91 0.38
H 1.38 -1.74 1.61
H 1.10 -3.47 1.62
H 1.97 -1.40 -1.99
H 2.26 -0.71 -0.39
C -0.49 3.61 2.04
Ge -0.07 2.81 0.32
C -1.35 3.30 -1.05
C 1.72 3.39 -0.23
C -0.03 0.85 0.50
H -0.04 4.61 2.11
H -0.09 3.00 2.86
H -1.57 3.69 2.17
H -1.28 4.37 -1.27
H -2.38 3.09 -0.74
H -1.16 2.75 -1.97
H 1.75 4.48 -0.34
H 1.99 2.94 -1.18
H 2.46 3.10 0.52
H 0.80 0.50 1.12
*
```

Calculated values
* HOMO-LUMO gap (spin up / spin down): 6.66 / 6.52 eV

# 7
Below is a 2-piece molecular cluster, C9H20IN overall at a distorted geometry, with properties calculated with the ωB97M-V functional and the def2-TZVPD basis.

Structure (ORCA input):
```
! RIJCOSX wB97M-V def2-TZVPD def2/J DEFGRID3
* xyz 0 1
I -4.76 0.26 8.55
C 3.53 1.28 -2.15
C 2.04 0.96 -2.14
C 1.67 0.47 -0.69
C 0.16 0.65 -0.46
N -0.41 -0.26 0.69
C -1.80 0.37 0.84
C -2.71 -0.36 -0.20
C -2.20 -1.80 -0.13
C -0.71 -1.69 0.04
C 0.41 -0.31 1.97
H 4.20 0.99 -1.34
H 3.73 2.34 -2.31
H 3.86 0.92 -3.12
H 1.73 0.15 -2.80
H 1.45 1.84 -2.42
H 2.29 1.11 -0.06
H 2.00 -0.56 -0.51
H -0.41 0.53 -1.38
H 0.08 1.69 -0.16
H -2.26 0.11 1.80
H -1.73 1.46 0.90
H -3.76 -0.26 0.08
H -2.54 0.06 -1.19
H -2.68 -2.54 0.50
H -2.44 -2.31 -1.05
H -0.58 -2.44 0.82
H -0.07 -1.79 -0.84
H 1.43 -0.60 1.73
H -0.05 -0.99 2.69
H 0.51 0.71 2.35
*
```

Calculated values
* HOMO-LUMO gap: 3.73 eV